# 1
The following is a DFT calculation (wB97M-V/def2-TZVPD) of a molecular structure, C8H7N3O in a non-equilibrium geometry.

Results
**E_LUMO (spin up / spin down)**: -11.57 / -11.57 eV
**Orbital gap (spin up / spin down)**: 7.02 / 7.02 eV
**HOMO (spin up / spin down)**: -18.59 / -18.59 eV
**Net charge**: +2

Atoms and positions in Å:
O -2.170 1.792 0.036
C -1.224 1.143 0.064
H -1.350 0.667 -2.438
C 0.422 0.776 2.335
H -2.295 2.363 1.768
H 1.619 -0.717 2.015
C 1.265 -1.530 -0.510
N 0.979 -0.128 1.517
C 0.062 -0.968 -2.563
N -0.702 1.440 1.945
C -0.320 0.216 -0.509
H -0.460 -1.238 -3.529
H 1.596 -2.612 -2.296
C 0.688 -0.458 0.155
C -0.581 0.024 -1.868
H 0.914 1.062 3.293
N -1.589 1.985 2.566
H 2.179 -2.034 -0.067
C 0.968 -1.782 -1.913



# 2
The following is a DFT calculation (wB97M-V/def2-TZVPD) of a molecular structure, C18H33O3P3Re in a non-equilibrium geometry.

Results
**Spin multiplicity**: 4
**E_LUMO (spin up / spin down)**: -13.58 / -16.72 eV
**⟨S²⟩**: 3.778
**Orbital gap (spin up / spin down)**: 7.71 / 6.62 eV
**HOMO (spin up / spin down)**: -21.29 / -23.34 eV
**Net charge**: +4

Atoms and positions in Å:
C -0.429 -1.778 -0.201
C -0.883 2.536 -1.842
P -2.675 -0.152 -0.418
H 4.219 -1.451 -2.244
H -2.686 -2.142 -1.780
O 2.286 -0.989 1.728
O -1.255 -0.334 2.677
H 3.149 1.959 0.852
H -2.155 1.257 -3.040
C -0.807 -0.117 1.606
H -3.225 2.043 0.394
H 1.464 2.635 3.814
H 3.414 0.128 -1.932
P 0.868 2.036 1.551
H -2.293 -0.705 -2.733
H 1.356 -1.423 -3.781
H -3.658 -0.605 1.773
C -1.146 1.448 -2.677
H 2.048 -3.054 -3.474
H 0.614 3.766 -0.937
H 0.347 1.230 3.809
C 3.561 -0.893 -1.568
C -3.641 -1.105 0.797
H -3.324 1.967 -1.383
P 1.987 -1.760 -1.450
C 1.385 -2.266 -3.081
H 2.287 3.311 0.082
H 2.055 0.495 -3.320
C -2.934 -1.088 -1.938
C 2.419 2.764 1.015
C -3.556 1.429 -0.459
Re 0.036 0.085 -0.099
H 0.358 -2.652 -2.971
H 2.773 3.447 1.797
H 4.013 -0.833 -0.570
C -0.099 0.653 -3.150
H -0.314 -0.154 -3.852
H -1.687 3.194 -1.511
H -0.845 3.406 0.566
C 1.210 1.690 3.308
O -0.781 -2.891 0.019
H 1.497 -3.988 -0.631
H -0.213 4.087 2.103
C 1.554 -0.546 0.905
H 2.522 2.340 -1.781
H -4.637 1.223 -0.406
H -3.986 -0.992 -2.226
H 2.059 0.999 3.411
C 1.486 2.071 -1.985
C 1.215 0.991 -2.829
C -0.535 3.173 1.589
C 0.434 2.851 -1.504
H -4.672 -1.221 0.431
H -1.380 2.707 2.112
H 2.678 -3.135 0.408
H -3.202 -2.100 0.948
C 2.385 -3.334 -0.637
H 3.217 -3.806 -1.191



# 3
The following is a DFT calculation (wB97M-V/def2-TZVPD) of a molecular structure, C28H25N3O2PS2Tb in a non-equilibrium geometry.

Results
**Spin multiplicity**: 7
**E_LUMO (spin up / spin down)**: -8.15 / -6.95 eV
**⟨S²⟩**: 12.122
**Orbital gap (spin up / spin down)**: 4.78 / 5.99 eV
**HOMO (spin up / spin down)**: -12.93 / -12.93 eV
**Net charge**: +2

Atoms and positions in Å:
C 14.293 13.244 8.830
C 7.494 12.976 17.964
C 7.503 12.723 11.444
C 8.248 12.214 18.825
C 10.044 6.714 9.324
C 7.629 12.804 16.585
H 8.540 12.585 19.804
N 7.680 11.877 12.473
C 15.429 8.955 13.419
H 14.043 12.723 10.918
C 14.577 9.530 11.310
S 7.849 12.077 9.832
H 8.127 13.590 7.969
H 11.567 10.575 8.133
H 12.425 11.987 6.305
C 11.412 6.965 9.007
H 7.121 15.699 9.485
H 14.437 9.739 15.178
C 13.722 12.568 9.888
C 8.427 11.795 16.053
C 8.760 11.031 18.309
C 13.844 12.990 7.549
H 9.149 9.130 12.521
H 14.263 13.592 6.791
H 16.447 8.511 11.618
H 6.445 13.480 8.539
O 9.630 10.974 14.061
H 15.149 13.902 9.041
H 7.131 13.457 14.888
C 13.285 10.131 13.368
H 6.972 13.896 18.194
S 7.541 14.453 11.528
C 14.375 9.609 14.105
C 7.504 13.592 8.849
C 12.825 12.090 7.310
C 15.580 8.933 12.052
H 16.180 8.461 13.987
H 12.949 8.492 8.974
C 9.937 8.693 10.666
C 7.729 14.774 9.727
H 8.806 15.079 9.586
C 8.649 11.659 14.531
O 6.943 13.693 15.855
H 14.731 9.724 10.243
C 13.411 10.037 11.949
C 12.307 11.383 8.331
N 9.261 9.580 11.603
C 9.335 7.577 10.124
C 11.977 8.177 9.320
H 9.583 10.056 16.617
H 8.286 7.361 10.413
H 12.395 10.638 13.815
C 8.978 10.868 16.932
H 11.910 6.276 8.336
P 12.032 10.501 10.962
N 8.067 12.538 13.688
C 12.752 11.574 9.636
C 11.272 9.064 10.204
H 8.271 9.695 11.290
H 9.575 5.740 9.006
H 8.946 10.241 19.050
Tb 9.841 12.109 12.103



# 4
The following is a DFT calculation (wB97M-V/def2-TZVPD) of a molecular structure, C31H23N3O2Y.

Results
**E_LUMO**: -4.69 eV
**Orbital gap**: 6.13 eV
**HOMO**: -10.82 eV
**Net charge**: +1

Atoms and positions in Å:
C 3.630 -1.562 3.346
C -1.905 -0.208 -5.380
H 0.085 -0.961 -4.953
C 2.293 -1.786 3.773
C -2.507 -2.414 -0.778
N -6.833 -0.484 -3.369
H -0.572 1.076 3.202
C -3.862 -2.280 -2.790
C -4.682 -1.317 -0.741
C -3.388 2.879 2.720
C -1.915 0.561 -2.708
H 0.070 -0.273 -2.649
C -0.091 -1.638 3.370
Y -0.291 -0.526 0.230
H -1.383 -2.359 4.901
C -1.223 -2.684 -0.096
H 0.501 -3.013 6.397
C 3.892 -0.996 2.134
C 2.816 -0.628 1.288
H -3.895 1.335 -3.126
H -2.117 2.591 4.432
N -1.605 1.212 1.425
C -3.570 2.562 1.375
H -3.675 1.787 -1.180
H -0.943 -1.363 2.745
H 2.822 -2.648 5.683
H -4.403 2.959 0.810
H 4.442 -1.848 4.005
C 2.001 -2.366 5.035
C -5.969 -0.992 -2.806
C -3.537 -1.752 -0.095
C -3.015 0.838 -3.511
H 3.077 -0.174 0.332
O -0.912 -1.098 -7.440
H -0.580 -3.379 -0.640
H -4.091 3.528 3.226
C -2.723 -2.702 -2.134
N -1.829 0.862 -1.307
C -0.360 -2.196 4.586
H -3.864 0.628 -5.472
C -2.764 1.454 -0.688
C -2.299 2.363 3.391
C -1.427 1.522 2.708
C 0.711 -2.568 5.434
C -2.654 1.739 0.763
C 1.237 -1.413 2.915
C -4.835 -1.549 -2.104
C -0.812 -0.070 -3.252
H 4.914 -0.828 1.819
H -3.438 -1.575 0.974
C -2.011 -0.606 -6.833
C -0.798 -0.458 -4.581
H -1.370 -3.086 0.912
H -5.461 -0.798 -0.196
H -4.001 -2.493 -3.842
O -3.014 -0.428 -7.455
H -0.157 -1.115 -6.845
C -3.008 0.445 -4.836
C 1.496 -0.817 1.632
H -1.964 -3.250 -2.682



In the order shown, the computed energy above the lowest of the compared OMol25 structures with the same formula, charge and spin values come out to 74.2 69.5 206.4 47.2 kJ/mol.